This record from the Open Molecules 2025 dataset describes a 2-piece molecular cluster, C4H9NO overall. The level of theory is ωB97M-V with the def2-TZVPD basis set.

Structure (XYZ):
```
15
Properties=species:S:1:pos:R:3:lowdin_charge:R:1
O -1.8192 1.6960 -0.2275 0.0224
N -0.4985 0.4443 1.1643 0.0408
C 0.7293 0.6908 0.5471 -0.2398
C -1.6789 1.0109 0.7626 -0.3465
C 1.8602 0.0601 0.8533 -0.0068
C -0.1836 -1.0986 -1.6391 -0.0411
H 0.6936 -0.9496 -1.0123 -0.0148
H -0.7696 -1.9241 -1.2271 0.0283
H -0.5107 -0.1621 1.9709 0.1417
H 1.8965 -0.7364 1.5935 0.0619
H -2.5059 0.7806 1.4580 0.1330
H 0.1540 -1.3292 -2.6489 0.0229
H 2.7728 0.2945 0.3179 0.0593
H 0.6519 1.4105 -0.2618 0.1239
H -0.7919 -0.1876 -1.6509 0.0149
```

## Properties
- strongest force on any atom (eV Å⁻¹) = 0.5
- LUMO energy (eV) = 0.863
- structure (SMILES) = C=CNC=O.C
- highest occupied orbital energy (eV) = -9.06
- DFT total energy (a.u.) = -287.78048
- HOMO-LUMO gap (Ha) = 0.3649
- energy above the lowest of the compared OMol25 structures with the same formula, charge and spin (eV) = 1.414